1.
DFT (ωB97M-V/def2-TZVPD) results for 2 unconnected molecules or ions with the total composition C3H7NO2.

Structure (XYZ):
```
13
Properties=species:S:1:pos:R:3
C -2.228 1.582 -0.832
C -1.507 0.641 -1.416
N -0.577 -0.208 -0.863
H -2.986 2.114 -1.388
H -2.096 1.990 0.164
H -1.689 0.465 -2.472
H -0.190 0.080 0.014
H -0.151 -0.990 -1.314
O 2.661 -2.461 2.167
C 2.538 -1.303 1.907
O 1.392 -0.780 1.414
H 3.392 -0.644 2.104
H 1.441 -0.486 0.513
```

Calculated values
LUMO energy, Eh: 0.021
F_max, eV Å⁻¹: 1.37
Orbital gap, eV: 8.972
SMILES string: C=CN.O=CO
Total charge: 0
Molecular weight, g mol⁻¹: 89.094

2.
DFT (ωB97M-V/def2-TZVPD) results for a molecular structure, C3H7NO2.

Structure (XYZ):
```
13
Properties=species:S:1:pos:R:3
O -1.662 0.507 0.257
C -1.141 -0.806 0.312
C 0.185 -0.971 -0.415
O 1.313 -0.501 0.350
C 1.605 0.796 0.457
N 0.915 1.761 -0.143
H -1.201 1.052 0.908
H -1.025 -1.157 1.346
H -1.881 -1.447 -0.178
H 0.394 -2.033 -0.567
H 0.147 -0.483 -1.397
H 2.172 1.782 -0.110
H 0.178 1.501 -0.820
```

Calculated values
LUMO energy, Eh: 0.033
F_max, eV Å⁻¹: 0.36
Orbital gap, eV: 9.998
Total charge: 0
Molecular weight, g mol⁻¹: 89.094

3.
DFT (ωB97M-V/def2-TZVPD) results for a single C3H7NO2 molecule.

Structure (XYZ):
```
13
Properties=species:S:1:pos:R:3
O 1.377 0.339 1.556
C 1.754 0.277 0.394
N 0.943 0.240 -0.684
C -0.497 0.481 -0.618
C -1.309 -0.642 0.030
O -1.269 -0.626 1.431
H 2.826 0.251 0.130
H 1.378 0.140 -1.588
H -0.675 1.407 -0.056
H -0.835 0.639 -1.647
H -2.359 -0.507 -0.259
H -0.974 -1.607 -0.389
H -0.362 -0.393 1.701
```

Calculated values
LUMO energy, Eh: 0.025
F_max, eV Å⁻¹: 0.44
Orbital gap, eV: 10.630
SMILES string: O=CNCCO
Total charge: 0
Molecular weight, g mol⁻¹: 89.094

4.
DFT (ωB97M-V/def2-TZVPD) results for a single C3H7NO2 molecule.

Structure (XYZ):
```
13
Properties=species:S:1:pos:R:3
N -0.191 -0.729 -1.741
C -0.761 -0.364 -0.491
O -1.112 1.029 -0.407
C -0.312 1.218 0.765
C 0.223 -0.211 0.691
O 1.556 -0.310 0.245
H 0.796 -0.483 -1.709
H -0.254 -1.732 -1.873
H -1.638 -0.989 -0.277
H -0.906 1.443 1.658
H 0.449 1.995 0.614
H 0.056 -0.876 1.546
H 2.095 0.009 0.978
```

Calculated values
LUMO energy, Eh: 0.027
F_max, eV Å⁻¹: 0.38
Orbital gap, eV: 10.325
SMILES string: N[C@@H]1OC[C@@H]1O
Total charge: 0
Molecular weight, g mol⁻¹: 89.094

5.
DFT (ωB97M-V/def2-TZVPD) results for a single C3H7NO2 molecule.

Structure (XYZ):
```
13
Properties=species:S:1:pos:R:3
C -2.007 -0.028 0.305
C -0.763 -0.580 -0.376
C 0.428 0.304 -0.186
O 0.473 1.482 0.030
O 1.518 -0.531 -0.013
N 2.748 0.113 0.302
H -2.205 0.984 -0.041
H -1.871 0.006 1.383
H -2.867 -0.655 0.082
H -0.915 -0.703 -1.451
H -0.374 -1.551 0.034
H 3.322 0.061 -0.538
H 2.512 1.097 0.469
```

Calculated values
LUMO energy, Eh: 0.034
F_max, eV Å⁻¹: 1.64
Orbital gap, eV: 10.882
SMILES string: CCC(=O)ON
Total charge: 0
Molecular weight, g mol⁻¹: 89.094

6.
DFT (ωB97M-V/def2-TZVPD) results for 2 unconnected molecules or ions with the total composition C3H7NO2.

Structure (XYZ):
```
13
Properties=species:S:1:pos:R:3
C -1.305 0.032 -0.953
N -0.686 0.765 1.277
C -0.291 0.491 0.060
C 1.087 0.273 -0.175
O 0.744 -0.832 1.802
O 1.584 -0.288 -1.274
H 0.783 -1.516 2.490
H 0.887 -0.523 -1.903
H 0.076 1.109 1.854
H 1.845 0.753 0.431
H -1.147 0.496 -1.932
H -2.300 0.296 -0.603
H -1.277 -1.056 -1.073
```

Calculated values
LUMO energy (spin up / spin down), Eh: -0.024 / -0.028
F_max, eV Å⁻¹: 1.17
Orbital gap (spin up / spin down), eV: 8.675 / 7.751
Total charge: 0
Molecular weight, g mol⁻¹: 89.094

7.
DFT (ωB97M-V/def2-TZVPD) results for 2 unconnected molecules or ions with the total composition C3H7NO2.

Structure (XYZ):
```
13
Properties=species:S:1:pos:R:3
C -1.429 1.495 0.251
C -2.323 0.349 -0.248
C 2.079 -1.263 0.382
N 0.754 0.748 -0.026
O 1.657 1.254 -0.608
O 0.903 -0.494 0.453
H -1.182 2.148 -0.624
H -3.040 0.606 -1.086
H -1.532 -0.462 -0.402
H -2.941 -0.017 0.636
H 1.826 -2.301 0.188
H 2.551 -1.165 1.463
H 2.676 -0.898 -0.378
```

Calculated values
LUMO energy, Eh: 0.004
F_max, eV Å⁻¹: 3.49
Orbital gap, eV: 8.065
Total charge: 0
Molecular weight, g mol⁻¹: 89.094

8.
DFT (ωB97M-V/def2-TZVPD) results for a single C3H7NO2 molecule.

Structure (XYZ):
```
13
Properties=species:S:1:pos:R:3
C 0.311 1.023 1.503
O 0.228 1.122 0.036
N -0.186 -0.084 -0.481
C 0.892 -0.958 -0.893
C -1.498 -0.229 -0.788
O -2.063 -1.193 -1.269
H 0.171 2.200 1.839
H -0.605 0.431 1.931
H 1.348 0.568 1.782
H 1.452 -0.532 -1.765
H 0.350 -1.847 -1.238
H 1.662 -1.225 -0.089
H -2.060 0.724 -0.570
```

Calculated values
LUMO energy, Eh: 0.029
F_max, eV Å⁻¹: 3.36
Orbital gap, eV: 10.388
SMILES string: CON(C)C=O
Total charge: 0
Molecular weight, g mol⁻¹: 89.094

9.
DFT (ωB97M-V/def2-TZVPD) results for a single C3H7NO2 molecule.

Structure (XYZ):
```
13
Properties=species:S:1:pos:R:3
C -0.170 2.008 -0.482
N 0.213 0.647 -0.186
C -0.693 -0.308 0.120
O -1.905 -0.160 0.106
C -0.082 -1.641 0.549
O 1.331 -1.693 0.449
H -0.042 2.249 -1.543
H -1.226 2.117 -0.226
H 0.420 2.709 0.115
H 1.183 0.389 -0.079
H -0.570 -2.438 -0.023
H -0.347 -1.786 1.601
H 1.562 -2.107 -0.389
```

Calculated values
LUMO energy, Eh: 0.024
F_max, eV Å⁻¹: 0.35
Orbital gap, eV: 10.287
SMILES string: CNC(=O)CO
Total charge: 0
Molecular weight, g mol⁻¹: 89.094

10.
DFT (ωB97M-V/def2-TZVPD) results for a single C3H7NO2 molecule.

Structure (XYZ):
```
13
Properties=species:S:1:pos:R:3
N 1.578 -0.753 -1.223
C 0.457 -0.803 -0.468
O -0.293 -1.738 -0.546
C 0.440 0.344 0.525
C -0.673 1.356 0.185
O -1.660 1.198 1.292
H 1.902 -1.675 -1.481
H 2.269 0.008 -1.184
H 1.418 0.849 0.723
H 0.321 -0.121 1.554
H -1.144 1.133 -0.732
H -0.354 2.430 0.159
H -1.180 1.577 2.100
```

Calculated values
LUMO energy, Eh: 0.025
F_max, eV Å⁻¹: 3.50
Orbital gap, eV: 10.503
SMILES string: NC(=O)CCO
Total charge: 0
Molecular weight, g mol⁻¹: 89.094

11.
DFT (ωB97M-V/def2-TZVPD) results for a single C3H7NO2 molecule.

Structure (XYZ):
```
13
Properties=species:S:1:pos:R:3
N -1.763 -0.842 -0.653
C -0.716 -0.041 -1.004
O -0.172 -0.124 -2.093
C -0.229 0.932 0.055
C 1.190 0.538 0.469
O 1.261 -0.830 0.823
H -2.027 -0.946 0.314
H -1.975 -1.603 -1.282
H -0.887 0.940 0.928
H -0.229 1.934 -0.384
H 1.883 0.763 -0.348
H 1.500 1.113 1.349
H 1.307 -1.340 0.003
```

Calculated values
LUMO energy, Eh: 0.031
F_max, eV Å⁻¹: 0.31
Orbital gap, eV: 10.841
SMILES string: NC(=O)CCO
Total charge: 0
Molecular weight, g mol⁻¹: 89.094

12.
DFT (ωB97M-V/def2-TZVPD) results for a single C3H7NO2 molecule.

Structure (XYZ):
```
13
Properties=species:S:1:pos:R:3
C -1.632 -1.003 -2.454
N -1.329 -0.669 -1.276
O -0.350 0.228 -0.993
C -0.031 -0.081 0.420
O 1.160 0.656 0.452
C 1.765 0.846 1.677
H -1.310 -0.529 -3.293
H -2.702 -1.437 -2.689
H -0.074 -1.128 0.825
H -0.861 0.525 1.040
H 1.079 1.795 2.265
H 1.382 -0.169 2.269
H 2.904 0.966 1.758
```

Calculated values
LUMO energy, Eh: 0.037
F_max, eV Å⁻¹: 5.49
Orbital gap, eV: 10.610
SMILES string: C=NOCOC
Total charge: 0
Molecular weight, g mol⁻¹: 89.094